*A*
C12H15N2O | the ωB97M-V functional and the def2-TZVPD basis

Last columns: bonded neighbours and bond lengths (Å).
CARTESIAN COORDINATES (ANGSTROEM)
1 C 2.413 -1.173 1.367  C2 1.481, H16 1.065, H17 1.197, H18 1.099
2 C 2.213 -0.368 0.140  C1 1.481, C3 1.734, N5 1.426, N8 1.452
3 C 2.987 1.108 0.618  C2 1.734, O4 1.196, H19 1.154
4 O 2.612 2.179 0.241  C3 1.196
5 N 2.877 -0.729 -1.070  C2 1.426, C6 1.252
6 C 2.216 -0.409 -2.083  N5 1.252, C7 1.526, H20 1.055
7 C 0.878 0.238 -1.737  C6 1.526, N8 1.525, H21 1.044, H22 1.167
8 N 0.834 -0.181 -0.271  C2 1.452, C7 1.525, C9 1.534, H23 1.025
9 C 0.108 0.844 0.610  N8 1.534, C10 1.558, H24 1.094, H25 1.037
10 C -1.403 0.513 0.433  C9 1.558, C11 1.405, C15 1.427
11 C -2.246 1.245 -0.420  C10 1.405, C12 1.423, H26 1.087
12 C -3.600 0.825 -0.539  C11 1.423, C13 1.351, H27 1.080
13 C -4.088 -0.301 0.027  C12 1.351, C14 1.409, H28 1.078
14 C -3.187 -1.132 0.722  C13 1.409, C15 1.374, H29 1.095
15 C -1.892 -0.728 0.942  C10 1.427, C14 1.374, H30 1.065
16 H 3.379 -1.618 1.441  C1 1.065
17 H 1.693 -2.105 1.151  C1 1.197
18 H 2.136 -0.588 2.255  C1 1.099
19 H 3.864 0.924 1.345  C3 1.154
20 H 2.676 -0.559 -3.020  C6 1.055
21 H 0.806 1.274 -1.844  C7 1.044
22 H 0.017 -0.240 -2.364  C7 1.167
23 H 0.308 -1.057 -0.186  N8 1.025
24 H 0.419 1.883 0.470  C9 1.094
25 H 0.402 0.632 1.582  C9 1.037
26 H -2.179 2.181 -0.968  C11 1.087
27 H -4.276 1.245 -1.270  C12 1.080
28 H -5.143 -0.437 -0.145  C13 1.078
29 H -3.516 -2.149 0.963  C14 1.095
30 H -1.310 -1.319 1.610  C15 1.065

- SMILES = C[C@@]1(C=O)N=CC[N@@H+]1Cc1ccccc1
- HOMO-LUMO gap (eV) = 9.5
- highest occupied orbital energy (eV) = -12.906
- lowest unoccupied orbital energy (eV) = -3.411
- total charge = +1

*B*
C12H15N2O | the ωB97M-V functional and the def2-TZVPD basis

Last columns: bonded neighbours and bond lengths (Å).
CARTESIAN COORDINATES (ANGSTROEM)
1 C 0.094 -2.161 -0.767  N2 1.473, H16 1.113, H17 1.088, H18 1.088
2 N -0.530 -0.900 -1.203  C1 1.473, C3 1.517, C6 1.471, H19 1.069
3 C -2.000 -0.909 -1.573  N2 1.517, C4 1.558, H20 1.087, H21 1.079
4 C -2.151 0.581 -2.004  C3 1.558, C5 1.525, H22 1.040, H23 1.044
5 C -1.396 1.272 -0.874  C4 1.525, C6 1.541, H24 1.048, H25 1.064
6 C -0.523 0.188 -0.212  N2 1.471, C5 1.541, N7 1.646, C15 1.480
7 N -1.311 -0.359 1.127  C6 1.646, C8 1.343, H26 1.023
8 C -0.612 -0.198 2.262  N7 1.343, O9 1.207, C10 1.550
9 O -0.995 -0.437 3.382  C8 1.207
10 C 0.766 0.323 1.779  C8 1.550, C11 1.395, C15 1.366
11 C 1.886 0.648 2.545  C10 1.395, C12 1.372, H27 1.104
12 C 3.028 1.147 1.968  C11 1.372, C13 1.386, H28 1.084
13 C 3.102 1.256 0.589  C12 1.386, C14 1.408, H29 1.085
14 C 1.963 0.894 -0.155  C13 1.408, C15 1.378, H30 1.114
15 C 0.774 0.510 0.427  C6 1.480, C10 1.366, C14 1.378
16 H 0.807 -1.985 0.069  C1 1.113
17 H -0.722 -2.847 -0.552  C1 1.088
18 H 0.699 -2.437 -1.630  C1 1.088
19 H 0.177 -0.716 -1.984  N2 1.069
20 H -2.712 -0.925 -0.751  C3 1.087
21 H -2.062 -1.674 -2.331  C3 1.079
22 H -3.160 0.832 -1.972  C4 1.040
23 H -1.640 0.860 -2.871  C4 1.044
24 H -0.831 2.079 -1.233  C5 1.048
25 H -2.116 1.702 -0.219  C5 1.064
26 H -1.991 -1.124 1.122  N7 1.023
27 H 1.816 0.352 3.606  C11 1.104
28 H 3.645 1.636 2.712  C12 1.084
29 H 3.962 1.569 0.006  C13 1.085
30 H 2.033 0.821 -1.264  C14 1.114

- SMILES = C[N@H+]1CCC[C@@]12NC(=O)c1ccccc12
- HOMO-LUMO gap (eV) = 9.8
- highest occupied orbital energy (eV) = -13.079
- lowest unoccupied orbital energy (eV) = -3.299
- total charge = +1

Computed relative energies in units of eV: *A* 1.315; *B* 0.000